[1]
One molecule with the formula C19H20N2O2Si in a non-equilibrium geometry. Source: the OMol25 dataset; level of theory: ωB97M-V/def2-TZVPD.

Computed properties:
Orbital gap in eV: 8.54
SMILES: CCOC(=O)c1cc2c(cn1)[nH]c1ccc(C#C[Si](C)(C)C)cc12
HOMO in eV: -8.396

Structure (XYZ):
```
44
Properties=species:S:1:pos:R:3:nbo_charge:R:1
C 2.180 -6.462 -1.841 -0.6394
C 3.280 -5.517 -2.228 -0.0803
O 2.793 -4.385 -3.003 -0.4879
C 2.398 -3.389 -2.154 0.7647
O 2.327 -3.574 -0.958 -0.6153
C 2.024 -2.030 -2.687 0.0396
C 1.434 -1.183 -1.773 -0.1610
C 1.088 0.089 -2.206 -0.0812
C 1.373 0.438 -3.509 0.1300
C 2.024 -0.483 -4.352 0.0179
N 2.351 -1.698 -3.957 -0.3653
N 0.870 1.688 -3.779 -0.5350
C 0.347 2.177 -2.579 0.1636
C -0.324 3.373 -2.327 -0.2422
C -0.929 3.549 -1.091 -0.1520
C -0.770 2.608 -0.039 -0.1880
C -1.295 2.835 1.265 0.1499
C -1.775 2.759 2.387 -0.5339
Si -2.524 2.319 3.970 1.5755
C -3.387 3.800 4.760 -1.0857
C -1.166 1.738 5.177 -1.0834
C -3.772 0.934 3.833 -1.1044
C -0.032 1.476 -0.307 -0.1476
C 0.410 1.192 -1.607 -0.0399
H 1.417 -5.918 -1.277 0.2251
H 2.569 -7.255 -1.186 0.2179
H 1.690 -6.923 -2.714 0.2115
H 3.990 -6.041 -2.907 0.1870
H 3.815 -5.085 -1.371 0.2061
H 1.301 -1.498 -0.760 0.2475
H 2.196 -0.217 -5.373 0.1897
H 1.230 2.289 -4.530 0.4171
H -0.376 4.115 -3.092 0.2190
H -1.471 4.472 -0.844 0.2248
H -2.659 4.600 4.860 0.2350
H -3.704 3.481 5.756 0.2328
H -4.238 4.147 4.191 0.2373
H -0.246 1.438 4.699 0.2409
H -0.922 2.593 5.792 0.2333
H -1.521 0.946 5.842 0.2347
H -4.724 1.236 3.332 0.2412
H -3.980 0.513 4.845 0.2396
H -3.319 0.127 3.270 0.2381
H 0.029 0.725 0.471 0.2228
```

=====

[2]
One molecule with the formula C19H20N2O3S. Source: the OMol25 dataset; level of theory: ωB97M-V/def2-TZVPD.

Computed properties:
Orbital gap in eV: 8.40
ΔE to the lowest compared entry with this formula, charge and spin in kcal per mole: 41.75
SMILES: COc1cccc(NC(=O)N(Cc2ccco2)[C@H](C)c2cccs2)c1
HOMO in eV: -7.951

Structure (XYZ):
```
45
Properties=species:S:1:pos:R:3:nbo_charge:R:1
C 4.350 -1.584 -2.678 -0.2532
O 4.805 -1.836 -1.373 -0.5104
C 3.985 -1.529 -0.326 0.4012
C 4.495 -1.790 0.947 -0.3142
C 3.733 -1.508 2.061 -0.1655
C 2.462 -0.968 1.946 -0.3102
C 1.953 -0.705 0.682 0.2722
N 0.680 -0.180 0.457 -0.6581
C -0.165 0.414 1.359 0.8021
O 0.057 0.502 2.549 -0.6597
N -1.307 0.949 0.801 -0.4495
C -2.249 1.587 1.710 -0.2679
C -3.475 0.763 1.921 0.2548
C -3.704 -0.334 2.698 -0.2989
C -5.043 -0.723 2.451 -0.3115
C -5.528 0.163 1.541 0.0788
O -4.587 1.065 1.210 -0.4100
C -1.776 0.721 -0.560 -0.0880
C -2.149 -0.743 -0.815 -0.6267
C -0.793 1.262 -1.564 -0.2198
C -0.095 2.429 -1.484 -0.2442
C 0.746 2.652 -2.597 -0.2437
C 0.675 1.654 -3.513 -0.4174
S -0.424 0.419 -3.039 0.4295
C 2.716 -0.988 -0.453 -0.4040
H 5.158 -1.897 -3.338 0.1995
H 3.450 -2.163 -2.911 0.1739
H 4.147 -0.519 -2.836 0.1745
H 5.484 -2.210 1.030 0.2203
H 4.132 -1.711 3.043 0.2137
H 1.873 -0.741 2.817 0.2536
H 0.459 -0.058 -0.521 0.4088
H -2.532 2.564 1.307 0.2084
H -1.721 1.714 2.658 0.2731
H -3.002 -0.797 3.360 0.2381
H -5.568 -1.546 2.892 0.2298
H -6.487 0.260 1.072 0.2035
H -2.697 1.314 -0.653 0.2365
H -2.882 -1.064 -0.079 0.2352
H -1.284 -1.397 -0.741 0.2175
H -2.584 -0.847 -1.806 0.2157
H -0.170 3.102 -0.649 0.2326
H 1.374 3.517 -2.706 0.2293
H 1.193 1.561 -4.446 0.2384
H 2.297 -0.775 -1.426 0.2121
```

=====

[3]
C19H20N3O8PbS2Se as an isolated structure in a non-equilibrium geometry. Source: the OMol25 dataset; level of theory: ωB97M-V/def2-TZVPD.

Computed properties:
Orbital gap (alpha / beta) in eV: 6.85 / 6.51
Multiplicity: 2
ΔE to the lowest compared entry with this formula, charge and spin in kcal per mole: 0.00
Net charge: -2
HOMO (alpha / beta) in eV: -2.565 / -2.565

Structure (XYZ):
```
54
Properties=species:S:1:pos:R:3:nbo_charge:R:1
Pb 0.889 0.857 -0.521 1.5022
C -1.569 0.730 -3.741 -0.6160
C -1.878 1.590 -2.522 0.1331
C -2.959 2.617 -2.821 -0.6204
O -0.648 2.267 -2.218 -0.7430
C -2.306 0.637 -1.377 0.7667
O -3.462 0.215 -1.396 -0.7173
O -1.399 0.304 -0.550 -0.8496
H -1.217 1.364 -4.557 0.1968
H -2.470 0.200 -4.048 0.2171
H -0.802 -0.013 -3.512 0.2447
H -2.675 3.212 -3.690 0.1965
H -3.098 3.289 -1.970 0.1993
H -3.905 2.109 -3.002 0.2315
H -0.807 2.973 -1.576 0.4947
C -0.158 -3.360 3.471 -0.6283
C 0.055 -3.357 1.982 -0.0067
C 1.259 -3.781 1.429 -0.2168
C 1.481 -3.704 0.063 -0.2021
C 0.482 -3.206 -0.759 -0.2831
C -0.737 -2.800 -0.233 -0.1848
C -0.936 -2.869 1.135 -0.2072
S 0.807 -2.969 -2.483 2.2883
O -0.456 -2.792 -3.156 -0.9636
O 1.666 -4.051 -2.915 -0.9844
N 1.577 -1.532 -2.481 -0.7864
C 2.918 -1.568 -2.674 -0.2981
C 3.821 -1.640 -1.041 0.8563
O 4.717 -2.446 -1.156 -0.6394
O 3.229 -1.001 -0.202 -0.6460
H 0.669 -3.847 3.988 0.2013
H -1.085 -3.872 3.741 0.2014
H -0.221 -2.332 3.832 0.2345
H 2.047 -4.144 2.079 0.1996
H 2.430 -4.006 -0.363 0.2388
H -1.500 -2.400 -0.881 0.2582
H -1.868 -2.503 1.549 0.2124
H 3.332 -0.605 -2.977 0.2023
H 3.348 -2.429 -3.179 0.2143
O -0.189 2.423 0.897 -0.6638
N -0.281 2.470 2.201 0.0308
C -0.995 3.501 2.711 0.0270
C -1.186 3.660 4.055 -0.2970
C -0.618 2.718 4.918 -0.2056
C 0.110 1.686 4.391 -0.2404
C 0.313 1.525 3.002 0.0201
S 1.249 0.272 2.338 -0.3061
H -1.377 4.159 1.946 0.2298
H -1.765 4.500 4.410 0.2121
H -0.744 2.804 5.990 0.2023
H 0.573 0.945 5.028 0.2215
Se 2.426 6.313 -1.045 -0.4551
C 2.070 4.512 -1.053 0.1295
N 1.844 3.373 -1.057 -0.6015
```

=====

[4]
One molecule with the formula C19H20N4 in a non-equilibrium geometry. Source: the OMol25 dataset; level of theory: ωB97M-V/def2-TZVPD.

Computed properties:
Orbital gap in eV: 7.95
ΔE to the lowest compared entry with this formula, charge and spin in kcal per mole: 93.55
SMILES: Nc1cnccc1N1CCN(c2cccc3ccccc23)CC1
HOMO in eV: -7.535

Structure (XYZ):
```
43
Properties=species:S:1:pos:R:3:nbo_charge:R:1
N 1.288 2.201 -3.180 -0.8222
C 1.646 1.001 -3.807 0.1548
C 2.181 1.132 -5.136 -0.0193
N 2.536 0.041 -5.830 -0.4032
C 2.455 -1.150 -5.290 -0.0032
C 1.809 -1.351 -4.005 -0.2241
C 1.548 -0.238 -3.219 0.1066
N 0.889 -0.295 -2.002 -0.5127
C 1.597 -0.465 -0.689 -0.1976
C 0.689 -1.105 0.412 -0.2099
N -0.543 -0.318 0.492 -0.4997
C -0.909 0.385 1.625 0.1956
C -0.846 1.830 1.643 -0.2256
C -1.149 2.570 2.765 -0.2228
C -1.385 1.936 3.954 -0.1698
C -1.385 0.540 3.987 -0.0965
C -1.750 -0.027 5.163 -0.1629
C -1.868 -1.408 5.315 -0.2182
C -1.530 -2.284 4.266 -0.2039
C -1.288 -1.674 3.022 -0.2003
C -1.191 -0.281 2.847 -0.0251
C -1.357 -0.177 -0.764 -0.1950
C -0.600 -0.575 -2.011 -0.2010
H 0.938 2.270 -2.259 0.4004
H 1.503 3.101 -3.660 0.3895
H 2.040 2.054 -5.534 0.1750
H 2.854 -2.079 -5.827 0.1911
H 1.788 -2.267 -3.507 0.2107
H 2.550 -0.969 -0.823 0.1992
H 1.841 0.518 -0.185 0.1718
H 1.261 -1.129 1.321 0.2229
H 0.415 -2.141 0.187 0.1764
H -0.720 2.285 0.685 0.2022
H -1.026 3.597 2.754 0.2091
H -1.736 2.507 4.863 0.2118
H -1.965 0.586 6.074 0.2078
H -2.343 -1.669 6.259 0.2128
H -1.481 -3.296 4.375 0.2102
H -1.021 -2.286 2.236 0.2047
H -1.560 0.889 -0.792 0.1853
H -2.277 -0.720 -0.736 0.1910
H -1.097 0.023 -2.877 0.2129
H -0.803 -1.563 -2.111 0.1713
```